Record 1
ORCA calculation (ωB97M-V/def2-TZVPD) on a structure of composition C52H47GeOP2SW.

The geometry in XYZ format:
```
105
C52H47GeOP2SW (ωB97M-V/def2-TZVPD)
W -1.25 -0.62 -0.59
O 0.25 0.18 0.76
S -1.09 0.76 1.25
C -1.59 0.13 2.81
C -2.45 0.92 3.56
C -2.83 0.58 4.86
C -2.24 -0.53 5.42
C -2.34 -1.09 6.81
C -1.44 -2.35 6.80
C -0.95 -2.46 5.38
C -0.18 -3.40 4.76
C 0.01 -3.29 3.38
C -0.47 -2.23 2.61
P -0.49 -2.59 0.83
C -1.72 -3.90 0.57
C -2.44 -4.48 1.61
C -3.40 -5.44 1.33
C -3.65 -5.83 0.03
C -2.93 -5.25 -1.02
C -1.98 -4.29 -0.75
C 1.16 -3.25 0.48
C 1.35 -4.47 -0.16
C 2.65 -4.92 -0.41
C 3.74 -4.15 -0.02
C 3.54 -2.94 0.63
C 2.25 -2.48 0.87
C -1.13 -1.15 3.27
C -1.42 -1.36 4.63
C -0.83 2.49 1.29
C -0.59 3.03 2.55
C -0.22 4.36 2.76
C -0.06 5.15 1.65
C 0.34 6.59 1.55
C 0.45 6.87 0.04
C 0.11 5.56 -0.61
C 0.10 5.21 -1.94
C -0.26 3.90 -2.25
C -0.60 2.93 -1.31
P -1.10 1.37 -2.05
C -1.98 1.71 -3.58
C -1.56 1.19 -4.80
C -2.27 1.50 -5.95
C -3.38 2.33 -5.89
C -3.78 2.87 -4.67
C -3.09 2.56 -3.51
C 0.29 0.25 -2.39
C -0.11 -1.08 -2.73
C 0.83 -2.11 -2.78
C 2.15 -1.84 -2.46
C 2.54 -0.55 -2.10
C 1.62 0.48 -2.03
C -0.58 3.26 0.09
C -0.21 4.59 0.36
H -2.83 1.84 3.14
H -3.51 1.22 5.41
H -3.38 -1.33 7.05
H -2.02 -0.36 7.55
H -1.98 -3.25 7.10
H -0.60 -2.25 7.49
H 0.23 -4.25 5.30
H 0.52 -4.10 2.87
H -2.25 -4.19 2.64
H -3.96 -5.89 2.15
H -4.39 -6.59 -0.18
H -3.12 -5.56 -2.04
H -1.42 -3.84 -1.57
H 0.51 -5.09 -0.44
H 2.80 -5.87 -0.89
H 4.74 -4.52 -0.19
H 4.39 -2.35 0.95
H 2.10 -1.54 1.38
H -0.67 2.40 3.42
H -0.06 4.73 3.76
H 1.27 6.78 2.08
H -0.42 7.23 2.03
H 1.46 7.18 -0.25
H -0.22 7.65 -0.30
H 0.35 5.91 -2.72
H -0.29 3.62 -3.30
H -0.68 0.57 -4.87
H -1.95 1.10 -6.90
H -3.92 2.58 -6.79
H -4.64 3.53 -4.62
H -3.40 2.98 -2.56
H -1.12 -1.24 -3.14
H 0.54 -3.10 -3.10
H 2.88 -2.64 -2.49
H 3.58 -0.36 -1.85
H 1.92 1.47 -1.73
C -5.39 0.17 -2.51
Ge -4.90 0.22 -0.63
C -6.19 -0.65 0.53
C -4.40 1.97 0.08
C -3.20 -0.89 -0.48
H -5.87 -0.79 -2.72
H -4.53 0.30 -3.16
H -6.11 0.96 -2.72
H -7.14 -0.13 0.48
H -5.85 -0.65 1.56
H -6.35 -1.68 0.21
H -5.22 2.67 -0.05
H -3.51 2.38 -0.40
H -4.21 1.89 1.16
H -3.12 -1.58 -1.37
H -3.35 -1.50 0.43
```

Summary:
- Relative energy (zero: lowest compared OMol25 entry of this formula, charge and spin): 13.8 kJ/mol
- Net charge: +3



Record 2
ORCA calculation (ωB97M-V/def2-TZVPD) on a structure of composition C52H48N4O5S4V.

The geometry in XYZ format:
```
114
C52H48N4O5S4V (ωB97M-V/def2-TZVPD)
V 0.45 -0.99 0.36
O -3.42 0.34 -6.52
C -3.39 0.74 -5.24
O -4.07 1.65 -4.86
C -2.46 0.02 -4.31
C -1.28 -0.59 -4.73
C -0.41 -1.15 -3.81
C -0.74 -1.11 -2.46
C -1.91 -0.50 -2.03
C -2.77 0.06 -2.95
N 0.18 -1.59 -1.49
C 0.84 -2.69 -1.68
C 2.00 -2.93 -0.84
C 2.83 -4.03 -0.95
C 4.00 -4.06 -0.21
C 4.31 -3.00 0.63
C 3.42 -1.94 0.71
N 2.29 -1.90 0.01
H -2.91 -0.47 -6.64
H -0.99 -0.58 -5.77
H 0.54 -1.56 -4.13
H -2.14 -0.45 -0.97
H -3.67 0.56 -2.64
H 0.60 -3.35 -2.51
H 2.57 -4.84 -1.62
H 4.67 -4.90 -0.29
H 5.22 -3.00 1.21
H 4.42 -0.93 1.99
C -3.06 5.04 7.45
C -2.53 4.19 6.33
C -1.21 3.76 6.32
C -0.72 2.98 5.28
C -1.56 2.63 4.22
C -2.88 3.06 4.21
C -3.36 3.83 5.26
S -0.86 1.62 2.95
O 0.48 4.00 0.96
C -2.17 0.45 2.64
C -3.14 0.71 1.65
C -4.20 -0.12 1.50
C -4.36 -1.25 2.34
C -5.49 -2.10 2.23
C -5.63 -3.18 3.05
C -4.65 -3.46 4.02
C -3.54 -2.67 4.14
C -3.37 -1.54 3.31
C -2.24 -0.67 3.43
C -1.20 -0.92 4.47
C -1.43 -0.43 5.79
C -2.66 0.19 6.16
C -2.84 0.68 7.42
C -1.80 0.59 8.38
C -0.62 0.00 8.06
C -0.40 -0.52 6.75
C 0.84 -1.11 6.40
C 1.03 -1.61 5.15
C 0.01 -1.51 4.18
S 0.42 -2.20 2.59
O 3.59 -0.87 1.50
C -0.89 -3.25 2.06
C -1.02 -4.55 2.53
C -2.01 -5.36 1.99
C -2.85 -4.91 0.97
C -3.93 -5.79 0.42
C -2.69 -3.61 0.50
C -1.72 -2.78 1.05
H -2.44 4.95 8.34
H -4.08 4.76 7.71
H -3.07 6.09 7.16
H -0.56 4.01 7.14
H 0.30 2.62 5.30
H -3.55 2.77 3.41
H -4.39 4.15 5.26
H -3.04 1.58 1.01
H -4.96 0.08 0.74
H -6.25 -1.87 1.49
H -6.51 -3.81 2.98
H -4.77 -4.32 4.68
H -2.79 -2.89 4.89
H -3.45 0.26 5.43
H -3.78 1.14 7.69
H -1.97 0.98 9.38
H 0.18 -0.08 8.79
H 1.62 -1.19 7.14
H 1.96 -2.09 4.88
H -0.36 -4.92 3.30
H -2.12 -6.38 2.36
H -3.74 -6.84 0.63
H -4.04 -5.67 -0.65
H -4.89 -5.54 0.88
H -3.34 -3.23 -0.28
H -1.70 -1.73 0.74
C -1.97 4.57 1.16
S -0.90 3.29 0.58
C 1.65 3.13 0.88
O -0.18 0.43 0.64
H -1.81 4.74 2.23
H -2.99 4.23 0.98
H -1.78 5.48 0.59
H 2.50 3.80 0.79
H 1.58 2.49 0.00
H 1.71 2.54 1.79
S 0.83 1.86 -2.39
C 1.67 3.26 -2.74
N 2.99 3.47 -2.60
C 3.43 4.73 -3.18
C 2.10 5.46 -3.42
N 1.13 4.39 -3.23
H 3.60 2.68 -2.41
H 3.97 4.56 -4.12
H 4.09 5.27 -2.50
H 2.04 5.88 -4.42
H 1.94 6.27 -2.70
H 0.14 4.46 -3.38
```

Summary:
- Relative energy (zero: lowest compared OMol25 entry of this formula, charge and spin): 0.0 kJ/mol
- Multiplicity: 2
- ⟨S²⟩: 0.756
- Net charge: +2